one | C3H4O3 in the gas phase, computed with ωB97M-V/def2-TZVPD.

Atoms and positions in Å:
O  -1.80659  1.36496  0.37285
C  -0.95423  0.88495  -0.32679
C  -0.26808  -0.46139  -0.05415
O  0.21089  -0.99607  -1.24824
C  0.87625  -0.17880  0.90802
O  2.00730  -0.08468  0.49139
H  -0.56344  1.37929  -1.24120
H  -0.99770  -1.13043  0.41859
H  1.16396  -0.80524  -1.26986
H  0.63083  -0.04151  1.97479

Properties
Multiplicity = 1
HOMO-LUMO gap = 10.3 eV
Total charge = 0
HOMO level = -10.24 eV
SMILES = O=CC(O)C=O

---

two | 3 unconnected molecules or ions with the total composition C3H4O3, computed with ωB97M-V/def2-TZVPD.

Atoms and positions in Å:
O  3.16893  -0.00930  -0.28391
C  2.04251  -0.00192  -0.15659
O  0.47699  1.61759  -0.16273
C  -0.67241  1.25254  -0.13895
C  -0.64564  -1.24872  0.24700
O  0.49329  -1.61600  0.09419
H  -1.23920  1.21917  0.80666
H  -1.21738  1.00439  -1.06483
H  -1.04186  -0.99978  1.24544
H  -1.35054  -1.21269  -0.60066

Properties
Multiplicity = 1
HOMO-LUMO gap = 10.3 eV
Total charge = 0
HOMO level = -10.33 eV

---

three | 3 unconnected molecules or ions with the total composition C3H4O3, computed with ωB97M-V/def2-TZVPD.

Atoms and positions in Å:
O  2.66719  -0.07554  -0.39198
C  1.53488  -0.04366  -0.31651
O  0.68639  2.67035  -0.05243
C  -0.47952  2.36817  -0.04912
C  -0.57597  -2.33843  0.22101
O  0.56766  -2.69727  0.10327
H  -1.27727  3.11873  0.11007
H  -0.80989  1.32234  -0.20333
H  -0.85191  -1.26576  0.23188
H  -1.40818  -3.06107  0.32320

Properties
Multiplicity = 1
HOMO-LUMO gap = 11.0 eV
Total charge = 0
HOMO level = -10.35 eV

---

Winner for stability: one

---

one | C3H4O3 in the gas phase, computed with ωB97M-V/def2-TZVPD.

Atoms and positions in Å:
O  1.93585  -1.28648  0.08682
C  0.98505  -0.61493  -0.17325
C  0.69896  0.84647  0.12757
O  -0.57411  0.66167  0.76905
C  -1.25787  -0.34332  -0.00309
O  -0.22479  -1.09003  -0.67004
H  0.85179  1.41835  -0.84097
H  1.38956  1.32704  0.82693
H  -1.94278  0.17009  -0.69831
H  -1.86168  -1.08886  0.57529

Properties
Multiplicity = 1
HOMO-LUMO gap = 11.2 eV
Total charge = 0
HOMO level = -10.38 eV
SMILES = O=C1COCO1

---

two | C3H4O3 in the gas phase, computed with ωB97M-V/def2-TZVPD.

Atoms and positions in Å:
O  -2.20109  0.59311  -0.46394
C  -1.25481  0.46703  0.26754
C  0.20858  0.46697  -0.19943
O  1.03209  0.89607  0.84076
C  0.53977  -0.96528  -0.59266
O  1.09375  -1.69473  0.19614
H  -1.34639  0.32529  1.36535
H  0.29386  1.12840  -1.06953
H  1.39384  0.09335  1.25236
H  0.24040  -1.31019  -1.59657

Properties
Multiplicity = 1
HOMO-LUMO gap = 10.2 eV
Total charge = 0
HOMO level = -10.22 eV
SMILES = O=CC(O)C=O

---

three | C3H4O3 in the gas phase, computed with ωB97M-V/def2-TZVPD.

Atoms and positions in Å:
C  -0.59754  0.40167  -1.05372
C  -0.01694  -0.87827  -0.50014
O  0.12499  -1.90758  -1.08494
O  0.15868  -0.91216  0.89667
C  0.71434  0.14606  1.55139
O  1.04506  1.20374  1.08612
H  -1.55318  0.51172  -0.54646
H  -0.73555  0.28602  -2.13064
H  0.00758  1.28315  -0.82294
H  0.85255  -0.13434  2.60468

Properties
Multiplicity = 1
HOMO-LUMO gap = 11.7 eV
Total charge = 0
HOMO level = -10.99 eV
SMILES = CC(=O)OC=O

---

Winner for stability: three

---

one | 2 unconnected molecules or ions with the total composition C2H6P2, computed with ωB97M-V/def2-TZVPD.

Atoms and positions in Å:
C  1.87400  1.55075  0.01048
C  2.70092  0.38062  -0.03647
P  3.45572  -0.95693  -0.02174
H  0.76495  1.50046  0.37155
H  1.60770  2.25165  -0.91215
H  2.33675  2.27341  0.72504
P  -1.82977  -1.11107  0.00849
H  -2.08333  -2.14261  -0.92104
H  -3.04264  -0.99814  0.78444
H  -1.12356  -2.29933  0.75267

Properties
Multiplicity = 1
HOMO-LUMO gap = 10.2 eV
Total charge = 0
HOMO level = -9.48 eV
SMILES = CC#P.P

---

two | C2H6P2 in the gas phase, computed with ωB97M-V/def2-TZVPD.

Atoms and positions in Å:
P  1.86670  -0.64294  0.11537
P  0.38959  0.94810  0.36030
C  -1.20479  -0.05337  -0.87823
C  -1.20994  -0.06632  0.65706
H  2.89836  -0.11686  0.98104
H  2.64569  0.20378  -0.79601
H  -0.64530  -0.61812  -1.44728
H  -1.67730  0.75875  -1.35392
H  -2.02721  0.54062  1.13601
H  -1.03580  -0.95363  1.22566

Properties
Multiplicity = 1
HOMO-LUMO gap = 9.1 eV
Total charge = 0
HOMO level = -8.58 eV
SMILES = [PH2]#P1CC1

---

Winner for stability: two

---

one | 2 unconnected molecules or ions with the total composition CH6S2, computed with ωB97M-V/def2-TZVPD.

Atoms and positions in Å:
S  -0.76588  1.32545  0.39962
S  -1.99175  0.30591  -0.95467
H  -0.78398  2.47765  -0.32418
H  -2.12754  1.18835  -1.93785
C  1.09296  -1.02144  0.59042
H  0.17199  -1.31196  0.10842
H  1.08398  -1.04247  1.67343
H  1.86648  -1.77764  0.37819
H  1.45373  -0.14384  0.06662

Properties
Multiplicity = 1
HOMO-LUMO gap = 8.7 eV
Total charge = 0
HOMO level = -8.48 eV
SMILES = SS.C

---

two | 2 unconnected molecules or ions with the total composition CH6S2, computed with ωB97M-V/def2-TZVPD.

Atoms and positions in Å:
S  -0.97424  -1.37722  2.19155
S  -2.05408  -2.27554  0.72440
H  -1.64675  -0.43314  2.87822
H  -2.77453  -1.60264  -0.19425
C  1.48476  1.14518  -1.14696
H  1.14028  1.38459  -0.12947
H  2.54582  1.38046  -1.30659
H  0.91656  1.71948  -1.88491
H  1.36219  0.05882  -1.13199

Properties
Multiplicity = 1
HOMO-LUMO gap = 9.0 eV
Total charge = 0
HOMO level = -8.92 eV
SMILES = SS.C

---

Winner for stability: one

---

one | C3H7NS in the gas phase, computed with ωB97M-V/def2-TZVPD.

Atoms and positions in Å:
C  -1.81336  -0.43474  -0.69553
N  -0.71694  -0.16037  -1.27876
C  0.08427  0.92442  -0.85689
S  1.80060  0.34516  -0.43898
C  1.40354  -0.48863  1.20861
H  -2.42752  -1.16871  -1.11367
H  -2.20878  0.12819  0.11949
H  0.17580  1.55210  -1.70598
H  -0.36303  1.42705  0.00381
H  2.10176  -0.19254  1.96892
H  1.60274  -1.59582  1.06754
H  0.36090  -0.33612  1.72143

Properties
Multiplicity = 1
HOMO-LUMO gap = 9.8 eV
Total charge = 0
HOMO level = -8.80 eV
SMILES = C=NCSC

---

two | C3H7NS in the gas phase, computed with ωB97M-V/def2-TZVPD.

Atoms and positions in Å:
S  1.13297  0.80134  1.54525
C  1.20790  0.15382  -0.07453
C  -0.11409  0.26842  -0.72042
C  -1.13724  -0.52986  -0.21782
N  -1.32526  0.96308  -0.42593
H  0.58088  -0.22905  2.38754
H  2.28333  0.51044  -0.57868
H  1.29636  -1.06353  -0.30908
H  0.15803  0.13499  -1.74787
H  -1.67423  -1.10648  -1.02382
H  -1.21834  -1.15986  0.65405
H  -1.19032  1.25669  0.51133

Properties
Multiplicity = 1
HOMO-LUMO gap = 10.1 eV
Total charge = 0
HOMO level = -9.38 eV
SMILES = SC[C@H]1CN1

---

three | C3H7NS in the gas phase, computed with ωB97M-V/def2-TZVPD.

Atoms and positions in Å:
C  -0.07527  2.74830  -1.33102
N  0.10751  1.45909  -0.88721
S  0.29712  0.63031  0.56670
C  0.03826  -0.93653  -0.02014
C  -0.26759  -1.82609  1.21125
H  -0.17178  3.05553  -2.21796
H  0.12676  3.55344  -0.60636
H  1.33745  -1.15610  -0.03696
H  -0.70292  -1.30095  -0.76429
H  -1.34727  -2.00030  1.36746
H  0.43689  -1.52049  2.09513
H  0.22084  -2.70621  0.62340

Properties
Multiplicity = 1
HOMO-LUMO gap = 9.0 eV
Total charge = 0
HOMO level = -8.11 eV
SMILES = C=NSCC

---

Winner for stability: one

---

one | 2 unconnected molecules or ions with the total composition C3H7NS, computed with ωB97M-V/def2-TZVPD.

Atoms and positions in Å:
C  -2.25548  -0.06676  -0.23994
C  -2.07784  0.78984  0.57452
C  1.29617  -1.24721  0.22872
N  1.12442  -0.14463  -0.55846
S  0.67954  1.18909  -0.11224
H  -2.20876  -1.12403  -0.56185
H  1.64982  1.96557  -0.73418
H  -1.84579  1.65625  1.10181
H  1.20336  -0.94909  1.27364
H  0.49342  -1.99907  0.14017
H  2.26187  -1.82591  0.08324
H  -0.32073  1.75594  -1.19544

Properties
Multiplicity = 1
HOMO-LUMO gap = 8.8 eV
Total charge = 0
HOMO level = -8.40 eV

---

two | C3H7NS in the gas phase, computed with ωB97M-V/def2-TZVPD.

Atoms and positions in Å:
C  -2.24047  0.20166  0.00242
C  -0.85770  0.76317  -0.00447
C  0.23799  0.02126  0.00985
S  1.87395  0.66618  0.00064
N  2.71666  -0.83079  -0.00210
H  -2.78117  0.52307  -0.88767
H  -2.21952  -0.88493  0.02769
H  -2.79023  0.56401  0.87079
H  -0.77869  1.84146  -0.02258
H  0.23621  -1.05700  0.02847
H  3.28743  -0.91083  -0.83678
H  3.31553  -0.89723  0.81374

Properties
Multiplicity = 1
HOMO-LUMO gap = 8.8 eV
Total charge = 0
HOMO level = -8.05 eV
SMILES = C/C=C/SN

---

Winner for stability: two

---

one | A gas-phase ion, C4H7INO (charge +1), computed with ωB97M-V/def2-TZVPD.

Atoms and positions in Å:
C  0.40486  0.50018  1.27263
C  -2.49549  0.84264  -0.73666
C  -0.81597  -0.12956  0.61036
C  1.19704  -0.82439  -0.84965
N  0.54678  -0.72424  0.47596
O  -1.20496  0.60847  -0.50194
I  -2.62752  2.40124  -2.09767
H  0.81564  1.43062  0.91776
H  -1.40269  -0.77940  1.14692
H  0.74448  0.49509  2.24037
H  1.09390  0.04246  -1.50183
H  2.24623  -0.67333  -0.74113
H  0.76956  -1.65044  -1.29587
H  0.72815  -1.53934  1.06074

Properties
Multiplicity = 1
HOMO-LUMO gap = 8.7 eV
Total charge = +1
HOMO level = -12.52 eV

---

two | A gas-phase ion, C4H7INO (charge +1), computed with ωB97M-V/def2-TZVPD.

Atoms and positions in Å:
C  -0.23840  0.63494  1.93455
C  -0.74280  0.19403  0.64550
I  -2.52082  1.01249  0.07761
N  -0.10102  -0.72497  -0.05663
C  1.24805  -0.65441  -0.52184
C  0.08025  -0.71323  -1.48646
O  -0.54518  0.42851  -1.91461
H  -0.98196  0.47864  2.82221
H  0.76312  0.18051  2.09444
H  0.11874  1.62886  1.90070
H  1.76794  -1.56358  -0.42156
H  1.99260  0.15061  -0.34266
H  -0.18963  -1.68133  -1.88288
H  -0.65091  0.62895  -2.84838

Properties
Multiplicity = 1
HOMO-LUMO gap = 8.8 eV
Total charge = +1
HOMO level = -14.00 eV
SMILES = C/C(I)=[N+]1\C[C@@H]1O

---

Winner for stability: two

---

one | 2 unconnected molecules or ions with the total composition C2H6N3O2, computed with ωB97M-V/def2-TZVPD.

Atoms and positions in Å:
C  -0.24852  -0.77592  -1.15319
C  0.75197  0.60362  0.30182
N  1.93658  1.12769  -0.09043
N  -0.08158  0.88876  1.18022
N  -0.90404  -1.74770  -0.73031
O  0.08898  1.84161  1.85051
O  -1.16469  0.08533  1.42526
H  -0.43894  -0.48345  -2.19051
H  2.45299  0.39477  -0.44948
H  1.85430  1.74418  -0.92051
H  -1.85491  0.65033  1.80177
H  -1.65217  -2.21540  -1.31923
H  -0.73996  -2.11384  0.29408

Properties
Multiplicity = 1
HOMO-LUMO gap (spin up / spin down) = 8.6 / 8.6 eV
Total charge = +1
HOMO level (spin up / spin down) = -13.69 / -13.69 eV

---

two | 2 unconnected molecules or ions with the total composition C2H6N3O2, computed with ωB97M-V/def2-TZVPD.

Atoms and positions in Å:
C  0.80450  0.26035  2.10420
C  0.05544  0.24027  -0.82762
N  0.22143  1.45904  -1.35109
N  -0.93626  0.06197  -0.04410
N  -1.15935  -1.12464  0.65449
O  1.47483  0.86922  2.77018
O  1.05868  -0.68500  -0.93078
H  -2.17234  -1.45322  0.64843
H  -0.65513  2.01421  -1.68112
H  1.02743  1.86321  -1.73053
H  -0.61360  -1.86072  0.14802
H  -0.97727  -0.98254  1.75098
H  1.87163  -0.66215  -1.51107

Properties
Multiplicity = 1
HOMO-LUMO gap = 10.8 eV
Total charge = +1
HOMO level = -14.28 eV

---

Winner for stability: two